{"formula": "C9H16N2O5S", "method": "the ωB97M-V functional and the def2-TZVPD basis", "lumo_ev": 0.1, "charge": 0, "smiles": "CSCC[C@H](NC(=O)[C@@H](N)CC(=O)O)C(=O)O", "relative_energy_kcal_mol": 66.2, "homo_energy_ev": -8.65, "symbols": ["C", "C", "C", "C", "C", "C", "C", "C", "C", "H", "H", "H", "H", "H", "H", "H", "H", "H", "H", "H", "H", "H", "H", "H", "H", "N", "N", "O", "O", "O", "O", "O", "S"], "coordinates": [[-2.39920, 1.70312, -0.75526], [-1.22379, 0.73740, -0.21447], [-3.49121, 1.54124, 0.40667], [-3.37569, 2.56758, 1.45030], [0.83088, -0.65910, -0.92509], [0.67933, -1.94122, -0.19044], [2.08454, 0.09935, -0.49488], [3.40250, -0.64582, -0.31502], [4.01042, -2.87060, 1.25938], [-3.26327, 2.00219, -2.59058], [-3.65174, 0.56662, -1.77066], [-1.86333, 2.69361, -0.81876], [-4.48452, 1.72554, -0.08862], [-3.27885, 0.48747, 0.85110], [-1.67896, 1.76803, 1.92070], [-0.73362, 0.41047, -1.98086], [1.10916, -1.14434, -1.88894], [1.71477, 0.66570, 0.35689], [2.23241, 0.91715, -1.30792], [4.21376, 0.04469, -0.67870], [3.25458, -1.66132, -0.91879], [3.80446, -3.39085, 2.30334], [5.00070, -3.00806, 0.86389], [3.03880, -3.05798, 0.61519], [-0.25448, -1.24804, 1.25337], [-2.85373, 1.16768, -2.11504], [-0.39339, 0.11533, -1.10275], [-1.20111, 0.36380, 1.07274], [-4.20875, 3.42932, 1.68663], [-2.19653, 2.58797, 2.23768], [1.29057, -2.91314, -0.65743], [0.27382, -2.04771, 1.01114], [3.61144, -1.00610, 1.52523]], "forces_ev_per_angstrom": [[1.8, -1.6, 0.9], [0.6, -3.0, 3.5], [0.1, -1.1, -1.9], [0.8, 2.9, 3.3], [0.1, -1.2, -2.1], [3.2, -2.8, -1.0], [-0.8, 2.9, -1.3], [-0.7, -1.0, -0.1], [-4.1, 0.7, 1.8], [0.2, -1.1, 0.3], [0.9, 0.7, -1.3], [-1.1, -0.7, -0.1], [0.8, -0.6, 0.7], [-1.1, 1.9, -0.8], [-0.5, 1.1, 0.8], [0.4, -0.2, -1.8], [-0.7, 1.0, 0.1], [0.7, 0.2, 0.6], [-0.3, -1.3, 1.1], [-0.6, -1.2, 0.3], [1.0, 2.1, 1.3], [0.8, 1.0, -2.2], [0.1, -0.2, -0.3], [2.6, -0.6, 1.0], [0.2, 0.0, 0.2], [-0.9, 1.1, 2.4], [-1.4, 2.1, 1.7], [0.5, 1.7, -4.6], [1.0, -1.6, -0.8], [-1.3, -1.7, -2.4], [-1.0, 1.1, -0.2], [-2.2, 0.9, 2.2], [0.8, -1.4, -1.5]], "nbo_charge": [-0.12, 0.69, -0.57, 0.77, -0.17, 0.77, -0.41, -0.54, -0.72, 0.38, 0.37, 0.24, 0.25, 0.28, 0.50, 0.43, 0.26, 0.22, 0.21, 0.23, 0.26, 0.23, 0.22, 0.26, 0.52, -0.83, -0.58, -0.76, -0.56, -0.70, -0.62, -0.63, 0.11]}